# 1
Here is the molecule C27H23N5O2 from OMol25. Energies are from ωB97M-V with the def2-TZVPD basis set.

CARTESIAN COORDINATES (ANGSTROEM)
C -0.71381 -0.69416 0.37960
C 1.08191 2.20149 -0.93041
H 1.61276 -4.37067 -0.07283
H -2.73764 -1.34718 2.93836
C -3.14248 -0.39575 1.06585
H 3.36473 -4.53608 -0.38199
C -2.17144 -0.50508 0.11469
C 4.09459 2.02331 0.99081
N 0.31767 1.41478 -0.18849
H -2.22433 -0.52454 -2.00533
C 1.70315 1.74170 -2.09022
H 2.29213 3.90466 -0.49733
H 5.73329 2.26420 -0.37471
C 1.24508 3.61235 -0.46517
H -7.72893 0.01155 0.11760
C 1.48772 0.43591 -2.49060
C 2.46899 -3.95146 -0.59390
H 2.30667 -3.95797 -1.67268
C -5.71463 -0.16102 0.78724
O 1.14837 -0.24266 3.40181
C 0.12908 0.15575 -0.55388
C 0.67541 -0.37685 -1.71578
H -1.00954 0.31878 3.60339
C -1.39716 0.31306 2.58332
C -5.08086 -0.28256 -1.97017
C 0.83617 -0.52096 2.25899
H -7.18131 -0.09231 -2.26299
H 0.68413 4.28390 -1.11434
C 4.80720 0.35375 -0.58023
H -4.84038 -0.32903 -3.02227
N 2.65174 -2.59282 -0.13407
C -6.69483 -0.09102 -0.17676
H -3.49592 0.24534 3.07822
H -5.96231 -0.11647 1.83713
H 2.34183 2.39835 -2.66004
N -0.41739 -0.39259 1.77437
H 0.86718 3.70891 0.54799
H 2.42636 1.52252 2.23335
C 3.65796 -1.83401 -0.70029
C -4.38765 -0.29348 0.38004
H -1.47019 1.34470 2.21884
N -2.73120 -0.49141 -1.13748
N 1.77752 -2.16998 0.77572
C 4.95139 1.60536 -0.02696
C -6.38343 -0.15065 -1.53768
H 4.22427 3.00251 1.42800
C 3.79795 -0.49612 -0.12568
C -2.77543 -0.34212 2.50865
H 1.95464 0.04880 -3.38432
C -4.08650 -0.35402 -1.00471
H 0.49202 -1.40542 -1.98939
H 5.46066 -0.00341 -1.36162
C 2.92161 -0.07047 0.88781
C 1.87014 -0.97955 1.26510
C 3.08685 1.20327 1.44338
H -0.46345 -1.75153 0.20239
O 4.33960 -2.29163 -1.60035

The value obtained for the total energy is -1467.01206 Ha. Its spin multiplicity is 1. Its SMILES is Cc1cccc([C@@H]2c3[nH]c4ccccc4c3CCN2C(=O)c2nn(C)c(=O)c3ccccc23)n1. Its LUMO energy is 0.09 eV. As for the net charge: 0.

***

# 2
Here is the molecule C27H23NO4 from OMol25. Energies are from ωB97M-V with the def2-TZVPD basis set.

CARTESIAN COORDINATES (ANGSTROEM)
C 4.16921 -1.83152 -0.51296
H 0.05752 2.77694 5.33700
H -0.44130 1.49929 1.12800
C 1.63973 -2.44346 -1.53522
H 3.16012 -0.66895 0.94358
H -6.08817 -0.00639 -3.68839
H 1.51500 -1.41764 4.60774
H -1.92764 -1.01830 -3.11265
C -5.22728 -0.10373 -3.03939
C 4.05195 -2.68470 -1.62882
C -2.22629 2.90643 0.04934
C -0.45824 -0.47338 -0.83865
H -6.15962 0.91911 -1.33382
H -4.10304 0.88424 0.02687
C 0.53931 -0.43397 1.47012
H 2.72122 -3.76860 -2.91423
H -1.42711 1.83092 5.74423
C -1.04804 2.42287 -1.86450
O 5.12585 -3.21247 -2.27760
O 0.33974 0.68669 5.48602
C -5.27675 0.43122 -1.74500
C 2.75775 -3.03800 -2.09439
C 0.53739 -0.80924 0.04763
H -3.95865 -0.95479 -4.56311
C 1.16282 -1.19180 2.49486
H 6.65492 -3.08389 -0.87783
H -1.81988 5.11378 -0.11295
C 1.73392 -1.55896 -0.43261
C -1.71931 0.33587 -0.59149
C -0.34079 1.90748 5.87573
H -1.99275 0.17780 0.49380
N -1.64610 1.83484 -0.73805
C -4.03254 -0.62337 -3.53240
H 5.16090 -1.55169 -0.13828
C 0.31968 0.32978 4.18060
C 6.44982 -2.83030 -1.91065
H 1.71285 -2.09547 2.23364
H -0.91344 2.01267 3.39620
C 3.01811 -1.33815 0.09466
C -0.28845 1.11926 3.17762
H -0.45484 4.51978 -2.26167
O -0.63662 1.74671 -2.81547
O -2.99153 2.77612 0.97896
H -0.28846 -0.85681 -1.85145
C -0.06612 0.78192 1.85146
H 0.65801 -2.65942 -1.97363
C -0.99497 3.85112 -1.63578
H 7.09343 -3.41160 -2.55300
C -1.67704 4.13640 -0.53244
C 1.06590 -0.81918 3.81328
H -0.10949 1.98417 6.93450
C -2.87763 -0.65031 -2.72914
C -2.92388 -0.09165 -1.44304
H 6.60155 -1.77661 -2.12775
C -4.13074 0.41896 -0.95946

The value obtained for the total energy is -1398.33570 Ha. The energy relative to the best compared isomer or geometry (same formula, charge and spin) is 0.0 kcal/mol. Its spin multiplicity is 1. Its SMILES is COc1ccc(C(=C[C@H](c2ccccc2)N2C(=O)C=CC2=O)c2ccc(OC)cc2)cc1. Its LUMO energy is -0.88 eV. As for the net charge: 0.

***

# 3
Here is a structure of composition C27H24ClN5Pd from OMol25. Energies are from ωB97M-V with the def2-TZVPD basis set.

CARTESIAN COORDINATES (ANGSTROEM)
H -0.63650 -1.01914 4.55521
C -1.31749 -4.85372 2.37435
C -2.18792 -3.93212 2.94937
Cl -6.01438 -2.87449 2.08234
C -1.53699 0.78512 5.23699
H -5.29191 -0.28292 1.18657
N -0.68302 -0.68538 1.95910
Pd -0.83668 -0.56177 -0.17080
C -4.06362 -3.30493 0.26460
C -0.24091 -4.35061 1.65997
N -1.90464 1.90588 1.21273
C 2.39589 -3.15800 0.98664
H -3.67460 0.44779 -0.54973
H 2.58598 -3.91165 1.73063
N -0.98141 1.71325 0.25387
C -1.73156 1.46077 2.55794
C -2.56998 2.99708 5.94104
H 2.69512 -0.93475 -1.36900
C -3.10221 -2.89657 -0.62774
H -0.83068 2.38645 -1.71573
C 3.23455 -2.56183 0.07575
C -2.63106 3.02537 -0.53922
N 1.17703 -2.58966 0.84919
C -4.68001 -1.00428 0.66068
H -1.49940 -1.86600 -2.52833
H -2.78944 2.49716 6.88380
H -2.48533 -3.63388 -1.12744
H -2.70457 -1.88533 3.23558
H -1.95360 -6.74622 1.56107
C -3.75401 -0.59967 -0.28129
N 1.19561 -1.64748 -0.10972
H -3.75602 2.94212 1.38293
C -0.00624 -2.98740 1.53534
C 2.42917 -1.62258 -0.58415
H -1.43567 0.50961 6.28100
C -2.92826 -1.53276 -0.94470
H -2.23878 -6.56565 3.29341
H -2.54453 3.30441 3.27167
C -0.89222 -2.03821 2.10206
H 4.27720 -2.76695 -0.09115
H -0.60343 -6.86102 2.68508
H -3.47069 3.51053 5.60373
C -1.18525 0.20021 2.88537
C -1.08968 -0.08111 4.26350
H -1.80927 3.75744 6.13564
H -3.22545 3.63044 -1.20161
C -1.54087 -6.33918 2.48825
H 0.44530 -5.04138 1.18140
C -1.95011 -1.09754 -1.91043
C -2.90899 2.69610 0.76719
C -2.09329 2.01576 4.90245
C -1.41643 2.38229 -0.81161
C -1.99440 -2.57595 2.80173
H -4.20709 -4.35553 0.47624
H -3.05625 -4.28381 3.49732
C -4.83909 -2.35599 0.92074
C -2.15827 2.33307 3.55743
H -2.16362 -0.16941 -2.43148

The value obtained for the total energy is -1905.08138 Ha. The energy relative to the best compared isomer or geometry (same formula, charge and spin) is 11.7 kcal/mol. Its spin multiplicity is 1. Its LUMO energy (spin up / spin down) is -0.47 / -0.47 eV. As for the net charge: 0.

***

# 4
Here is a structure of composition C27H24CoN7 from OMol25. Energies are from ωB97M-V with the def2-TZVPD basis set.

CARTESIAN COORDINATES (ANGSTROEM)
C -1.06273 0.55189 4.42065
C -3.97745 0.47600 -0.00103
H -6.31150 2.93691 0.02611
H -1.72278 0.85631 -5.23521
H -2.85238 -3.26385 -1.22137
N -0.70746 0.24857 2.10430
H -2.59277 0.57419 -2.89260
H 3.34471 -0.15408 2.14783
N -2.47676 -1.54902 -0.02744
N 0.80919 0.18526 0.00372
H -6.12532 0.48692 -0.01295
H 7.63899 -1.22300 -1.97484
C 1.47629 0.10042 1.16230
C -1.53369 0.52244 -3.11328
H 2.13337 0.43093 -3.88123
C -5.33228 2.47747 0.02381
C 5.79714 -0.13024 1.15319
H 2.12212 0.32164 3.89816
H -2.47477 -1.85411 2.06752
Co -1.23569 0.15370 0.00027
H -4.40716 -1.44304 0.84203
H -1.73870 0.69647 5.25352
C -2.23607 -2.40156 1.16015
H -4.28851 4.35943 0.06079
C 7.09480 -0.90678 -1.09335
C 1.47883 0.12567 -1.15512
C 0.61517 0.28220 -2.34693
C -2.22953 -2.36662 -1.23800
N 7.81114 -0.70265 0.00490
H -1.18280 -2.66886 -1.26948
H -2.60125 0.48402 2.90098
H 7.77728 -0.15327 1.98395
H 5.21510 -0.94606 -2.07861
C -1.54264 0.42845 3.12290
C 7.17066 -0.32015 1.10234
C -1.04961 0.68430 -4.40527
H 3.35400 -0.07464 -2.14083
C 1.07620 0.44408 -3.64820
N 0.24931 0.63553 -4.66558
H -4.40203 -1.41650 -0.90485
C 2.84712 -0.04186 -1.18932
C -4.19587 3.28198 0.04343
C -5.22887 1.09683 0.00184
H -1.18954 -2.70478 1.18855
H -2.46338 -1.79306 -2.13038
C 1.06558 0.34038 3.66261
C -2.93792 2.69653 0.04108
C 2.84475 -0.06481 1.19623
C 5.03948 -0.33974 0.00371
N -0.70180 0.30951 -2.09841
C 0.60876 0.21757 2.35559
C 3.57272 -0.14844 0.00340
H -2.04792 3.31396 0.05679
C -2.86786 1.31452 0.01802
H 5.36372 0.20241 2.08572
N 0.23561 0.49833 4.68302
H -2.85887 -3.29779 1.11414
C -3.88476 -1.03294 -0.02387
C 5.71863 -0.73698 -1.14537

The value obtained for the total energy is -2808.78103 Ha. The energy relative to the best compared isomer or geometry (same formula, charge and spin) is 0.8 kcal/mol. Its spin multiplicity is 5. Its LUMO energy (spin up / spin down) is -7.09 / -8.25 eV. As for the net charge: +2.